{"formula": "C34H55N3O20", "method": "ωB97M-V with the def2-TZVPD basis set", "lumo_energy_ev": -2.23, "total_charge": 0, "orbital_gap_ev": 6.56, "homo_energy_ev": -8.786, "species": ["O", "C", "O", "C", "C", "C", "C", "N", "N", "C", "C", "C", "N", "C", "C", "H", "H", "H", "H", "H", "H", "H", "C", "C", "O", "C", "O", "O", "C", "H", "H", "H", "H", "H", "H", "H", "H", "C", "C", "O", "C", "O", "O", "C", "H", "H", "H", "H", "H", "H", "H", "H", "C", "C", "O", "C", "O", "O", "C", "H", "H", "H", "H", "H", "H", "H", "H", "C", "C", "O", "C", "O", "O", "C", "H", "H", "H", "H", "H", "H", "H", "H", "C", "C", "O", "C", "O", "O", "C", "H", "H", "H", "H", "H", "H", "H", "H", "C", "C", "O", "C", "O", "O", "C", "H", "H", "H", "H", "H", "H", "H", "H"], "positions_angstrom": [[0.46256, 1.51490, 1.32440], [0.20652, 2.09624, 0.20364], [-1.06926, 2.54876, -0.02988], [1.42535, 2.17906, -0.82568], [2.38715, 0.91978, -0.86614], [3.57496, 0.98638, -1.90586], [3.61824, 2.34493, -2.73850], [2.69650, 3.40803, -2.61547], [1.73386, 3.26693, -1.70888], [0.78573, 4.43309, -1.60428], [0.98828, 5.65405, -0.68346], [0.04885, 6.87826, -0.59760], [-1.12494, 6.94236, -1.39764], [-1.35931, 5.82064, -2.23752], [-0.53105, 4.53689, -2.47381], [2.23639, 0.01198, -0.18433], [4.33296, 0.14428, -2.03376], [4.46199, 2.41256, -3.52187], [1.93838, 5.67738, -0.03105], [0.29295, 7.75963, 0.10491], [-2.33723, 5.87366, -2.85367], [-0.84633, 3.70541, -3.20711], [0.14941, 1.91420, 4.45819], [-0.94716, 1.04417, 3.87595], [-1.16924, -0.11175, 4.69960], [-1.93153, 0.08773, 5.78693], [-2.44057, 1.13108, 6.12017], [-2.01399, -1.07863, 6.45613], [-2.74700, -0.99364, 7.67650], [1.05499, 1.32627, 4.63281], [0.38631, 2.73906, 3.78370], [-0.14994, 2.33216, 5.42327], [-0.63898, 0.67886, 2.89575], [-1.87399, 1.60650, 3.73254], [-3.73482, -0.55584, 7.51671], [-2.18327, -0.41352, 8.41068], [-2.87833, -2.00600, 8.06190], [5.39497, -4.00776, -7.00136], [5.83286, -2.63934, -6.51573], [4.81179, -1.66274, -6.75963], [3.80884, -1.63603, -5.86630], [3.70187, -2.34366, -4.89338], [2.93184, -0.69321, -6.25533], [1.77697, -0.60044, -5.42358], [5.08124, -3.96220, -8.04766], [6.20814, -4.73032, -6.90591], [4.53955, -4.37370, -6.42809], [6.71527, -2.31920, -7.07548], [6.11163, -2.65764, -5.45836], [2.05369, -0.47883, -4.37378], [1.14868, -1.48383, -5.55578], [1.20844, 0.27772, -5.73274], [4.99701, 2.14055, -7.30652], [6.31203, 1.38506, -7.28808], [7.37419, 2.20447, -7.79048], [7.88746, 3.08409, -6.91410], [7.53983, 3.23070, -5.76557], [8.84368, 3.78865, -7.54343], [9.43129, 4.81061, -6.74018], [4.79872, 2.54307, -8.30339], [4.17151, 1.48653, -7.01709], [5.02156, 2.99048, -6.61919], [6.24232, 0.51765, -7.94868], [6.54692, 1.00965, -6.28781], [9.79203, 4.41056, -5.79007], [8.70991, 5.61307, -6.57064], [10.28226, 5.21887, -7.28681], [-5.30047, 1.52758, 0.53969], [-4.25762, 2.12024, -0.38890], [-4.79737, 2.30499, -1.70635], [-5.54668, 3.40578, -1.87589], [-5.79308, 4.23738, -1.03539], [-5.99512, 3.41287, -3.14614], [-6.86400, 4.50305, -3.44441], [-5.72136, 0.61320, 0.11208], [-4.86364, 1.29572, 1.51331], [-6.13247, 2.22036, 0.69110], [-3.41951, 1.42679, -0.48543], [-3.85480, 3.05739, 0.00363], [-6.40776, 5.45898, -3.17757], [-7.81674, 4.37371, -2.92603], [-7.05049, 4.49891, -4.51930], [0.07623, -2.51788, 3.90836], [-1.14200, -3.35913, 3.58369], [-1.28453, -3.52298, 2.16558], [-0.50892, -4.46814, 1.61130], [0.27449, -5.17996, 2.19361], [-0.74136, -4.47238, 0.28504], [0.07110, -5.39262, -0.43955], [0.04483, -1.57144, 3.36565], [0.12893, -2.31136, 4.97847], [0.99717, -3.02626, 3.60903], [-2.04155, -2.84708, 3.93395], [-1.10731, -4.32934, 4.08747], [0.00247, -6.39869, -0.01992], [1.10814, -5.04918, -0.44750], [-0.29218, -5.42319, -1.46774], [-6.11634, -6.62952, 6.80619], [-6.63935, -5.30762, 7.33496], [-6.67140, -5.31033, 8.76763], [-5.49681, -5.06610, 9.37255], [-4.44503, -4.84344, 8.82191], [-5.69146, -5.13324, 10.70160], [-4.50217, -4.95669, 11.46865], [-6.68641, -7.46354, 7.22433], [-6.18409, -6.66422, 5.71675], [-5.07256, -6.78236, 7.09172], [-7.66822, -5.16119, 6.99718], [-6.05414, -4.46379, 6.95878], [-3.98169, -4.03825, 11.18843], [-3.84739, -5.82241, 11.34665], [-4.78829, -4.88328, 12.51865]], "lowdin_charge": [-0.05, -0.49, -0.10, 0.06, 0.10, 0.05, -0.03, 0.11, -0.07, -0.13, 0.02, -0.09, 0.01, -0.11, 0.05, 0.13, 0.11, 0.12, 0.11, 0.12, 0.11, 0.12, -0.06, -0.21, -0.02, -0.58, 0.12, -0.01, -0.04, 0.08, 0.07, 0.07, 0.09, 0.13, 0.10, 0.10, 0.09, -0.06, -0.22, 0.02, -0.59, 0.12, -0.02, -0.04, 0.08, 0.08, 0.08, 0.12, 0.12, 0.08, 0.10, 0.10, -0.05, -0.22, 0.04, -0.58, 0.11, 0.00, -0.05, 0.09, 0.06, 0.07, 0.12, 0.12, 0.10, 0.10, 0.09, -0.06, -0.22, 0.03, -0.59, 0.12, -0.01, -0.05, 0.08, 0.08, 0.07, 0.11, 0.12, 0.09, 0.10, 0.09, -0.06, -0.20, 0.04, -0.59, 0.12, 0.00, -0.05, 0.07, 0.08, 0.08, 0.12, 0.13, 0.10, 0.10, 0.09, -0.07, -0.22, 0.03, -0.59, 0.11, 0.00, -0.05, 0.08, 0.08, 0.08, 0.12, 0.12, 0.09, 0.10, 0.09]}

{"formula": "C8H16CoN2O2SSe", "method": "ωB97M-V with the def2-TZVPD basis set", "e_above_lowest_kcal_mol": 7.3, "lumo_energy_ev": [0.55, 0.55], "total_charge": 0, "orbital_gap_ev": [7.89, 7.82], "homo_energy_ev": [-7.341, -7.271], "multiplicity": 2, "species": ["Co", "N", "C", "O", "C", "C", "H", "H", "H", "H", "H", "H", "C", "C", "S", "O", "C", "C", "H", "H", "H", "H", "H", "H", "H", "H", "H", "H", "Se", "C", "N"], "positions_angstrom": [[-0.35879, 1.02563, -1.04547], [-2.42157, 3.73036, -3.12854], [-1.97829, 2.83630, -2.23707], [-0.79025, 2.47440, -2.26292], [-2.89477, 2.28833, -1.18565], [-2.27702, 0.99683, -0.64199], [-1.78112, 4.09785, -3.81225], [-3.37680, 4.03546, -3.12751], [-3.91265, 2.19258, -1.57743], [-2.93668, 3.05629, -0.40570], [-2.69272, 0.12629, -1.15665], [-2.47452, 0.87980, 0.42419], [2.78828, -0.67000, 1.75541], [2.33007, -1.54072, 0.60117], [0.54466, -1.56571, 0.35333], [0.09069, -0.11333, 0.46679], [0.00520, -2.21259, 1.94513], [0.50660, -3.62282, 2.21437], [3.87080, -0.55800, 1.71015], [2.53317, -1.09915, 2.72525], [2.35123, 0.32378, 1.67124], [2.63020, -2.58713, 0.69148], [2.70610, -1.17150, -0.35217], [-1.08256, -2.17656, 1.87750], [0.31630, -1.49538, 2.70434], [0.31029, -4.28575, 1.37035], [-0.00379, -4.03391, 3.08454], [1.57629, -3.63601, 2.42028], [1.28998, -0.05399, -2.67147], [2.27828, 1.04594, -1.58251], [2.85340, 1.71271, -0.82820]], "nbo_charge": [1.06, -0.78, 0.71, -0.66, -0.53, -0.72, 0.42, 0.40, 0.21, 0.24, 0.19, 0.20, -0.63, -0.61, 1.27, -1.00, -0.60, -0.63, 0.23, 0.20, 0.25, 0.23, 0.27, 0.24, 0.24, 0.22, 0.23, 0.21, -0.36, -0.02, -0.47]}

{"formula": "C3H12N3", "method": "ωB97M-V with the def2-TZVPD basis set", "e_above_lowest_kcal_mol": 80.4, "lumo_energy_ev": -3.00, "total_charge": 1, "orbital_gap_ev": 10.28, "homo_energy_ev": -13.276, "species": ["C", "C", "C", "N", "N", "N", "H", "H", "H", "H", "H", "H", "H", "H", "H", "H", "H", "H"], "positions_angstrom": [[0.77058, -0.83625, -1.10370], [-0.57107, -1.06850, 0.88251], [1.20130, 0.76270, 0.43515], [1.78591, 0.35173, 1.55057], [-1.75381, 1.53311, -1.02748], [0.13524, -0.12203, -0.01975], [0.02220, -1.18849, -1.85046], [1.49361, -0.03097, -1.50255], [1.35445, -1.64424, -0.73452], [-1.24732, -1.69433, 0.31342], [0.21733, -1.78130, 1.25007], [-0.93643, -0.49101, 1.73746], [-2.18550, 2.23296, -0.39297], [2.56330, 0.82637, 1.82984], [1.56109, -0.39067, 2.18108], [-2.28536, 0.67432, -1.33130], [-1.39033, 2.10980, -1.73093], [-0.73520, 0.75679, -0.48642]], "nbo_charge": [-0.44, -0.45, 0.27, -0.73, -1.02, -0.53, 0.22, 0.26, 0.22, 0.24, 0.20, 0.23, 0.43, 0.41, 0.39, 0.43, 0.42, 0.46]}

{"formula": "CH4BrN2", "method": "ωB97M-V with the def2-TZVPD basis set", "e_above_lowest_kcal_mol": 37.3, "lumo_energy_ev": -4.88, "total_charge": 1, "orbital_gap_ev": 10.43, "homo_energy_ev": -15.315, "smiles": "[NH2+]=CNBr", "species": ["N", "C", "N", "Br", "H", "H", "H", "H"], "positions_angstrom": [[0.67137, 0.97215, 0.02395], [0.51568, -0.29166, -0.07725], [-0.65695, -0.95835, 0.03951], [-2.21509, 0.10932, -0.05244], [1.49973, 1.53613, -0.42454], [-0.22338, 1.47728, 0.24735], [1.32020, -1.04165, -0.16428], [-0.91155, -1.80322, 0.40770]], "nbo_charge": [-0.70, 0.39, -0.59, 0.29, 0.48, 0.44, 0.25, 0.45]}

{"formula": "C27H27CrN6O6S", "method": "ωB97M-V with the def2-TZVPD basis set", "e_above_lowest_kcal_mol": 37.0, "lumo_energy_ev": [-0.43, -0.68], "total_charge": 0, "orbital_gap_ev": [5.76, 5.54], "homo_energy_ev": [-6.185, -6.218], "multiplicity": 4, "species": ["Cr", "C", "N", "C", "C", "C", "C", "C", "C", "N", "C", "C", "C", "C", "C", "C", "N", "C", "C", "C", "C", "C", "N", "H", "H", "H", "H", "H", "H", "H", "H", "H", "H", "H", "H", "H", "H", "H", "H", "H", "H", "C", "C", "C", "C", "C", "C", "C", "S", "O", "O", "N", "C", "C", "O", "O", "H", "H", "H", "H", "H", "H", "H", "H", "H", "O", "N", "O"], "positions_angstrom": [[1.97961, -0.21553, -0.05801], [0.91462, 2.51502, 0.77330], [2.06764, 1.60792, 1.22397], [3.42148, 2.21563, 0.99064], [3.99832, 1.78396, -0.35944], [4.79545, 2.66134, -1.09627], [5.25803, 2.28800, -2.36925], [5.03900, 0.95855, -2.78724], [4.31752, 0.10702, -1.96957], [3.69168, 0.58005, -0.84486], [1.91894, 1.21586, 2.66457], [0.97967, 0.02894, 2.69369], [0.56227, -0.30300, 3.97178], [-0.55057, -1.14638, 4.26683], [-1.54102, -1.53107, 3.41273], [-0.26761, -1.54033, 1.43595], [0.65035, -0.46881, 1.52084], [0.54883, 2.31876, -0.69265], [-0.24353, 3.26218, -1.36640], [-0.49360, 3.12489, -2.74578], [0.06420, 1.99504, -3.38572], [0.74707, 1.03084, -2.63183], [0.95310, 1.17218, -1.29947], [1.16634, 3.58420, 0.97098], [0.03656, 2.29136, 1.40030], [4.06257, 1.79686, 1.76720], [3.45992, 3.29746, 1.06227], [5.07460, 3.62429, -0.66784], [5.78742, 2.99623, -2.99539], [5.40328, 0.57780, -3.73412], [4.11111, -0.94928, -2.20108], [1.57544, 2.04665, 3.29984], [2.89158, 0.94547, 3.06252], [1.05601, 0.27516, 4.76777], [-0.69233, -1.45301, 5.32212], [-2.47232, -1.93073, 3.79923], [0.19042, -2.48866, 1.80545], [-0.57346, 4.12733, -0.79380], [-1.04430, 3.88740, -3.28534], [-0.00152, 1.79421, -4.43289], [1.11350, 0.11547, -3.05967], [-7.74119, -2.22561, -0.33416], [-6.27894, -1.84456, -0.36027], [-5.87357, -0.51145, -0.44999], [-4.51345, -0.21894, -0.55941], [-3.54917, -1.22548, -0.54314], [-3.93442, -2.55503, -0.41322], [-5.30427, -2.85557, -0.33790], [-1.79367, -0.57292, -0.65556], [-1.70492, 0.57056, 0.29655], [-1.47045, -1.34211, 2.10962], [-0.67351, -1.72402, 0.00181], [-0.05016, -2.82473, -0.75324], [1.21489, -2.50623, -1.64169], [1.42711, -3.35907, -2.50490], [1.89327, -1.43149, -1.53285], [-8.38691, -1.37039, -0.56315], [-8.03597, -2.61217, 0.64990], [-7.92796, -3.00711, -1.06991], [-6.61641, 0.29487, -0.43805], [-4.17626, 0.81832, -0.66507], [-3.20576, -3.37850, -0.36286], [-5.61724, -3.86268, -0.25000], [-0.73400, -3.39548, -1.39693], [0.29851, -3.52958, 0.03700], [5.03233, -0.47444, 1.81294], [4.43780, -1.54083, 1.54594], [3.32806, -1.51467, 0.94323]], "nbo_charge": [1.45, -0.26, -0.45, -0.27, 0.25, -0.24, -0.13, -0.25, 0.08, -0.49, -0.23, 0.21, -0.39, -0.31, 0.10, 0.41, -0.71, 0.27, -0.23, -0.13, -0.25, 0.08, -0.51, 0.21, 0.27, 0.27, 0.20, 0.23, 0.23, 0.24, 0.25, 0.21, 0.23, 0.20, 0.21, 0.18, 0.19, 0.23, 0.23, 0.23, 0.24, -0.63, 0.00, -0.20, -0.20, -0.26, -0.14, -0.23, 1.42, -0.95, -0.51, -0.69, -0.34, 0.78, -0.64, -0.79, 0.22, 0.22, 0.22, 0.21, 0.23, 0.22, 0.21, 0.24, 0.24, -0.49, 0.39, -0.56]}

{"formula": "C14H24N2O3", "method": "ωB97M-V with the def2-TZVPD basis set", "e_above_lowest_kcal_mol": 5.2, "lumo_energy_ev": 0.66, "total_charge": 0, "orbital_gap_ev": 9.64, "homo_energy_ev": -8.979, "smiles": "COC(=O)C1CCN(C(=O)NC2CCCCC2)CC1", "species": ["C", "O", "C", "O", "C", "C", "C", "N", "C", "O", "N", "C", "C", "C", "C", "C", "C", "C", "C", "H", "H", "H", "H", "H", "H", "H", "H", "H", "H", "H", "H", "H", "H", "H", "H", "H", "H", "H", "H", "H", "H", "H", "H"], "positions_angstrom": [[-5.85188, -1.35410, -0.22649], [-4.64064, -0.63117, -0.39429], [-3.81005, -0.62317, 0.65762], [-4.04862, -1.18968, 1.69026], [-2.56227, 0.18785, 0.37788], [-1.77785, -0.39872, -0.81021], [-0.90761, 0.70598, -1.43473], [-0.51255, 1.67104, -0.43572], [0.48817, 1.46192, 0.49498], [0.59145, 2.16422, 1.48426], [1.35528, 0.44649, 0.23290], [2.55550, 0.26422, 1.02272], [2.73908, -1.21317, 1.38170], [3.12171, -2.05453, 0.16601], [4.37987, -1.50075, -0.49571], [4.17287, -0.04611, -0.90694], [3.79832, 0.80461, 0.30411], [-1.63789, 2.48402, -0.00641], [-2.92658, 1.64839, 0.08228], [-6.42051, -1.21347, -1.14207], [-6.40514, -0.97150, 0.63325], [-5.64141, -2.41308, -0.06376], [-1.94744, 0.15615, 1.28257], [-2.46994, -0.78389, -1.55989], [-1.15738, -1.22378, -0.45706], [-0.04309, 0.28293, -1.94924], [-1.48439, 1.25553, -2.18439], [1.34302, -0.01011, -0.66115], [2.38840, 0.84692, 1.93488], [3.52859, -1.28918, 2.13138], [1.81656, -1.59246, 1.82468], [3.29064, -3.08735, 0.47813], [2.30170, -2.06352, -0.55642], [4.63808, -2.10309, -1.36951], [5.21217, -1.55955, 0.20910], [5.08676, 0.34603, -1.35809], [3.38663, 0.01226, -1.66426], [4.63018, 0.80847, 1.01076], [3.61187, 1.83613, -0.00102], [-1.37040, 2.89421, 0.96913], [-1.77108, 3.31294, -0.71043], [-3.48583, 1.68817, -0.85391], [-3.56431, 2.04389, 0.87309]], "nbo_charge": [-0.26, -0.52, 0.81, -0.59, -0.31, -0.42, -0.21, -0.46, 0.80, -0.67, -0.65, -0.06, -0.40, -0.40, -0.40, -0.40, -0.41, -0.22, -0.42, 0.19, 0.20, 0.19, 0.23, 0.22, 0.21, 0.20, 0.20, 0.39, 0.25, 0.20, 0.22, 0.21, 0.18, 0.21, 0.20, 0.21, 0.18, 0.20, 0.22, 0.25, 0.19, 0.21, 0.22]}

> Number 1 is which compound?

C34H55N3O20

> Number 4 is which compound?

CH4BrN2